(1)
The following is a DFT calculation (wB97M-V/def2-TZVPD) of the molecule C5H7N3 at a distorted geometry.

CARTESIAN COORDINATES (ANGSTROEM)
1 N -1.8334 1.4869 -0.3918
2 N -2.0753 -0.8048 0.1587
3 N 2.0481 -1.2907 -0.2967
4 C 1.7125 2.2611 0.1129
5 C 0.1208 0.1588 0.0373
6 C 0.6669 -1.0859 -0.1471
7 C -1.3233 0.3548 -0.0754
8 C 0.9850 1.3099 0.0879
9 H 0.0049 -1.9148 -0.3102
10 H -3.1118 -0.7377 0.0136
11 H 2.5522 -0.4781 0.1429
12 H 2.4035 -2.2387 0.0743
13 H 2.5208 3.0106 0.0125
14 H -1.8130 -1.4031 0.9205
15 H -2.8579 1.3715 -0.3394

Forces on atoms 1 to 6 (eV/Å):
-0.26 -0.67 0.15
-1.60 0.09 -0.57
0.16 -0.74 1.92
1.77 0.97 -0.29
1.04 -0.63 -0.50
0.79 1.24 -0.07

Output
HOMO energy ... -0.304 hartree
SMILES ... [H]/N=C(N)/C(C#C)=C/N
Largest force on an atom ... 0.049 Eh/bohr
LUMO energy ... 0.79 eV


(2)
The following is a DFT calculation (wB97M-V/def2-TZVPD) of a structure of composition C13H24Cl2F6NO7S2SbTi.

CARTESIAN COORDINATES (ANGSTROEM)
1 Sb 0.5222 -1.7030 -0.9852
2 Ti -0.0421 -0.1473 1.3855
3 Cl -0.9498 -2.1072 2.2262
4 Cl 2.4208 -1.1733 2.2301
5 S -1.0202 1.3947 4.1785
6 S -2.9937 0.8842 2.2525
7 F -1.4349 3.9671 4.4392
8 F -0.4591 3.3944 2.5902
9 F -4.2403 2.2542 0.4329
10 F -3.1137 3.4763 1.8205
11 F -4.9730 2.5655 2.4488
12 F 0.6470 3.3678 4.4512
13 O -0.4417 1.2327 -1.3583
14 O -0.0674 0.6781 3.3256
15 O 2.0431 3.1288 0.2778
16 O -1.9090 0.7984 1.2536
17 O 1.1434 1.1385 0.6984
18 O -3.9630 -0.1504 2.2422
19 O -0.9194 1.1804 5.5759
20 N -2.4993 1.2734 3.6808
21 C -0.2509 -2.6495 -3.8205
22 C -3.8890 2.4016 1.7091
23 C -0.5373 3.1539 3.8989
24 C -0.6706 3.5881 -0.8276
25 C 2.1191 -1.9448 3.7208
26 C 1.0909 2.7689 -2.4236
27 C -0.3120 -4.6011 -0.5549
28 C 1.2525 2.2635 0.0085
29 C 3.3117 -2.0465 -2.3517
30 C 0.9633 -3.7870 -0.7671
31 C -0.7980 -1.8187 -2.6659
32 C 0.2825 2.4510 -1.1716
33 C 2.2893 -0.9794 -1.9761
34 H -1.3495 1.4442 -1.6001
35 H 0.4140 2.9433 -3.2616
36 H 1.6988 3.6569 -2.2614
37 H 1.9404 -0.4416 -2.8599
38 H -0.9587 -0.7835 -2.9682
39 H 2.7302 -0.2380 -1.3075
40 H -0.1062 4.4966 -0.6256
41 H -1.2651 3.3442 0.0518
42 H -0.0836 -5.6634 -0.4510
43 H -1.7548 -2.2037 -2.3104
44 H -0.9490 -2.6599 -4.6599
45 H 4.1835 -1.5943 -2.8285
46 H 2.8765 -1.8313 4.4759
47 H 1.1313 -2.3462 3.8662
48 H -0.8406 -4.2832 0.3436
49 H 0.6942 -2.2448 -4.1884
50 H 1.5045 -4.1193 -1.6533
51 H 1.6364 -3.8886 0.0857
52 H 3.6643 -2.5913 -1.4744
53 H 2.8994 -2.7787 -3.0473
54 H -0.9989 -4.4976 -1.3976
55 H -0.0762 -3.6861 -3.5287
56 H 1.7495 1.9373 -2.6737
57 H -1.3414 3.7758 -1.6703

Forces on atoms 1 to 6 (eV/Å):
-0.04 0.09 -0.04
0.18 -0.18 0.13
0.00 -0.02 -0.02
-0.02 0.03 -0.01
-0.02 0.00 0.02
-0.05 0.03 0.04

Output
HOMO energy (spin up / spin down) ... -0.329 / -0.335 hartree
⟨S²⟩ ... 2.0070
Multiplicity ... 3
Largest force on an atom ... 0.006 Eh/bohr
LUMO energy (spin up / spin down) ... -0.21 / -0.52 eV


(3)
The following is a DFT calculation (wB97M-V/def2-TZVPD) of the molecule C5H8O2.

CARTESIAN COORDINATES (ANGSTROEM)
1 O -1.5495 2.2204 0.6244
2 O -0.3820 -0.8703 -2.1460
3 C 0.3605 0.9865 0.7855
4 C 0.8423 0.4357 -0.5753
5 C 0.0586 -1.9937 -0.0867
6 C 0.1108 -0.8209 -1.0392
7 C -1.1471 0.9750 0.7530
8 H 0.6857 0.3123 1.5879
9 H 1.0667 -2.2896 0.2268
10 H -0.5096 -1.7109 0.8056
11 H 0.7092 1.1865 -1.3592
12 H 1.9145 0.2093 -0.5044
13 H -0.4358 -2.8324 -0.5792
14 H -2.5170 2.2099 0.5503
15 H 0.7928 1.9822 0.9564

Forces on atoms 1 to 6 (eV/Å):
-0.16 -0.28 0.01
0.20 0.00 0.40
-0.09 -0.09 0.09
0.02 0.03 -0.13
-0.05 -0.05 -0.03
-0.07 -0.04 -0.23

Output
HOMO energy ... -0.325 hartree
Largest force on an atom ... 0.009 Eh/bohr
LUMO energy ... 0.66 eV